Record 1
# C34H33BrIN4O3PRh

A structure of composition C34H33BrIN4O3PRh in a non-equilibrium geometry (ωB97M-V with the def2-TZVPD basis set, the OMol25 dataset).

Values from the calculation:
E_tot: -138329.0814 eV
maximum force: 4.07 eV/Å
E_HOMO: -10.71 eV
net charge: +1

XYZ file:
```
78
Properties=species:S:1:pos:R:3:forces:R:3
Rh 0.420637 0.119758 0.378175 -0.27 0.45 -0.10
O 1.619550 -2.196753 1.219052 -0.02 -0.04 0.06
C 0.725633 -1.463319 1.533146 0.16 -0.11 -0.17
C -0.186760 -1.733289 2.690606 -0.03 -0.04 -0.08
C -0.079922 -2.892345 3.448529 -0.01 -0.01 0.00
C -0.978638 -3.106492 4.479988 -0.01 0.00 -0.01
C -1.981967 -2.177610 4.747479 0.00 0.00 -0.01
C -2.092472 -1.025622 3.984847 0.04 0.03 0.05
C -1.172791 -0.799174 2.964956 -0.19 0.01 0.07
P -1.189863 0.639163 1.883916 0.37 -0.29 0.37
C -2.925538 0.895360 1.448855 0.09 0.07 -0.31
C -3.611057 -0.130880 0.791207 -0.04 0.02 0.08
C -4.954745 0.023397 0.495233 0.01 0.00 -0.01
C -5.616957 1.195802 0.839481 -0.02 0.00 -0.01
C -4.936112 2.218571 1.480326 0.01 0.02 -0.01
C -3.588704 2.074580 1.782467 0.00 -0.03 0.00
C -0.702140 2.088473 2.850575 -0.04 0.16 -0.22
C -0.431281 3.232770 2.101504 0.82 -0.67 -0.39
C 0.302962 4.268020 2.654360 -3.18 1.61 0.71
C 0.281789 4.396774 4.046603 0.60 -0.50 0.19
C -0.104307 3.318163 4.827922 0.14 -0.01 -0.01
C -0.510550 2.126626 4.227121 0.05 -0.03 0.03
H 0.688828 -3.613528 3.204901 0.00 0.00 0.00
H -0.915667 -4.011106 5.070072 0.01 0.01 0.01
H -2.685873 -2.360442 5.548482 0.00 -0.01 -0.01
H -2.885764 -0.313668 4.180647 0.00 0.00 -0.01
H -3.103813 -1.053461 0.533947 -0.03 -0.04 0.05
H -5.489645 -0.776562 -0.000100 0.00 -0.01 0.01
H -6.668740 1.308498 0.611330 0.00 0.00 0.00
H -5.452325 3.129703 1.751699 0.00 0.00 0.00
H -3.063424 2.873706 2.288170 -0.02 0.00 0.02
H -0.632820 3.236659 1.034543 -0.02 0.00 0.01
H 0.292733 5.203531 2.100133 0.89 -0.15 -0.25
H 0.640346 5.307035 4.509900 -0.06 0.01 0.02
H -0.081135 3.388429 5.907331 0.04 -0.01 0.00
H -0.700598 1.249289 4.833170 -0.06 0.02 0.01
C -1.885339 1.901944 -2.934345 0.01 -0.01 -0.02
C -1.170187 1.077099 -1.907732 -0.07 0.01 0.04
N -0.212782 1.546404 -1.184398 0.04 0.02 0.04
O 0.182964 2.869784 -1.355439 -0.05 0.02 0.03
C -1.554657 -0.300668 -1.654614 0.06 -0.01 -0.05
C -2.533009 -1.057925 -2.492042 0.00 0.00 0.00
N -0.979911 -0.892037 -0.622355 0.11 -0.04 -0.09
O -1.275256 -2.065274 -0.286446 -0.03 0.02 0.01
H -2.178372 2.868438 -2.517604 0.00 0.00 0.00
H -2.790086 1.404486 -3.267771 0.00 0.00 -0.01
H -1.256871 2.074983 -3.812702 0.00 0.01 0.00
H -0.197862 3.217110 -2.175371 0.04 -0.01 -0.02
H -2.470743 -0.769112 -3.540609 0.00 0.00 0.00
H -3.563166 -0.906776 -2.155997 0.00 0.00 0.00
H -2.314683 -2.120429 -2.406987 0.00 0.00 0.00
C 3.240214 4.651059 1.593578 -1.05 0.63 0.27
C 2.450169 3.408531 1.926980 3.57 -1.48 -1.26
C 2.847021 2.520624 2.925983 -0.63 0.25 0.70
C 2.531373 1.234019 2.505281 -0.40 0.20 0.26
N 1.983695 1.298476 1.283090 0.14 -0.10 -0.02
N 2.127504 2.591088 0.894467 -1.25 0.13 -0.05
C 2.738154 -0.022572 3.276312 -0.02 0.01 0.00
H 3.309353 5.307717 2.460117 0.04 -0.01 0.00
H 2.779336 5.218609 0.783413 0.03 0.01 -0.01
H 4.241060 4.352907 1.293788 0.01 -0.01 0.00
H 3.235929 2.795837 3.893030 0.18 -0.03 -0.07
H 1.689101 2.866592 0.023744 0.06 0.04 -0.01
H 3.473164 0.159550 4.058130 0.00 0.00 0.00
H 3.092748 -0.828210 2.638620 0.01 -0.01 0.01
H 1.816048 -0.347965 3.761395 0.00 0.00 0.00
Br 5.751397 -1.818331 -2.414689 -0.01 0.00 0.00
C 4.241760 -1.738987 -3.542340 0.00 0.00 -0.02
C 4.319099 -2.365059 -4.780394 -0.01 0.00 0.00
C 3.238932 -2.333923 -5.645377 0.00 0.00 0.00
C 2.073295 -1.675743 -5.281336 -0.01 0.00 0.00
C 1.992807 -1.049105 -4.049657 -0.01 -0.01 0.01
C 3.075838 -1.078145 -3.179362 -0.16 -0.04 0.01
I 2.899981 -0.098017 -1.344605 0.11 -0.02 0.12
H 5.230671 -2.876493 -5.055825 0.00 0.00 0.00
H 3.310511 -2.828042 -6.604663 0.00 0.00 0.00
H 1.226602 -1.649602 -5.953880 0.00 -0.01 0.00
H 1.085729 -0.537022 -3.755681 0.00 0.00 0.01
```
Positions in Å, forces in eV/Å.

***

Record 2
# C34H33CaN4O6S2

A structure of composition C34H33CaN4O6S2 in a non-equilibrium geometry (ωB97M-V with the def2-TZVPD basis set, the OMol25 dataset).

Values from the calculation:
E_tot: -94146.9938 eV
ΔE to the lowest compared entry with this formula, charge and spin: 1.574 eV
maximum force: 1.20 eV/Å
E_HOMO: -9.47 eV
net charge: +1

XYZ file:
```
80
Properties=species:S:1:pos:R:3:forces:R:3
Ca -0.039238 -0.229670 -0.972451 -0.25 0.67 0.12
O 0.794857 -7.051378 -2.351802 0.55 0.14 -0.19
C 1.491345 -6.203557 -2.945349 -0.50 0.00 -0.47
O 2.145427 -6.210144 -4.003951 -0.08 -0.27 0.50
C 1.373930 -4.788835 -2.321283 -0.13 0.02 -0.04
C 0.629824 -4.600442 -1.167998 -0.12 -0.16 0.17
C 0.355551 -3.320815 -0.731398 0.25 0.31 0.23
N 0.887890 -2.247098 -1.345324 0.24 -0.88 -0.16
C 1.622345 -2.423735 -2.452419 0.03 0.29 0.05
C 1.847570 -3.675356 -2.991918 0.28 -0.02 -0.06
C 2.085436 -1.179917 -3.154335 -0.34 -0.11 0.13
C 3.112385 -1.216387 -4.085604 0.18 -0.04 -0.09
C 3.372156 -0.090451 -4.847845 0.07 -0.13 -0.04
C 2.598187 1.043881 -4.665421 0.10 0.06 -0.11
C 1.635080 1.019843 -3.680786 -0.07 -0.20 0.33
N 1.389687 -0.052070 -2.913760 0.31 -0.07 -0.51
C -0.541742 -3.042055 0.442427 0.12 0.09 -0.20
C -1.127893 -4.078506 1.161369 -0.02 -0.08 0.07
C -1.931766 -3.784028 2.247542 0.00 -0.12 -0.01
C -2.159527 -2.459794 2.582844 -0.08 -0.06 0.10
C -1.581033 -1.490358 1.795229 0.20 0.11 -0.24
N -0.785517 -1.753628 0.752008 -0.17 -0.49 0.34
H 0.265017 -5.498698 -0.686361 -0.06 0.03 -0.09
H 2.360023 -3.835358 -3.934063 -0.01 -0.04 0.11
H 3.697829 -2.118486 -4.207064 -0.07 0.05 -0.06
H 4.155991 -0.107512 -5.594759 -0.01 0.00 0.04
H 2.741761 1.928202 -5.272243 -0.01 -0.03 0.04
H 1.013314 1.886233 -3.497192 -0.04 -0.01 0.04
H -0.956490 -5.106227 0.876893 0.03 0.03 0.04
H -2.377180 -4.584420 2.824927 0.01 0.02 -0.02
H -2.777503 -2.186532 3.427182 0.00 0.00 -0.04
H -1.770593 -0.441758 2.001881 0.04 -0.02 -0.02
O -0.898580 1.707119 -1.642886 -0.27 1.16 -0.09
S -0.861948 3.207535 -1.406863 0.02 -0.32 0.11
C 0.915720 3.538198 -1.098584 -0.01 0.16 -0.03
C 1.337319 4.425072 0.071397 0.06 -0.20 0.14
C 1.624997 3.628422 1.354768 0.02 0.00 -0.12
C 2.850110 2.700541 1.229924 -0.19 0.13 -0.05
S 2.456959 0.937304 1.385449 -0.18 0.02 -0.21
O 1.161279 0.758541 0.609604 0.63 0.36 0.50
C 1.996297 0.930869 3.098409 -0.07 0.00 0.06
C 3.007055 0.926514 4.051987 0.04 -0.03 0.00
C 2.657786 0.934267 5.392893 -0.04 0.01 0.03
C 1.315560 0.933630 5.763280 0.03 0.00 0.00
C 0.320119 0.923787 4.795995 0.00 -0.01 0.01
C 0.658192 0.919057 3.448451 -0.03 0.04 0.08
C -1.604179 3.468161 0.194605 -0.15 -0.07 0.00
C -1.892218 4.765636 0.599881 0.03 0.04 -0.03
C -2.542174 4.969583 1.807875 0.00 -0.02 0.04
C -2.934312 3.882263 2.579760 0.00 0.01 0.00
C -2.684590 2.588100 2.141161 -0.01 0.02 0.04
C -2.021182 2.376720 0.941451 0.05 0.12 0.04
H 1.257518 3.946833 -2.049810 0.02 -0.01 0.00
H 1.306916 2.528788 -0.991972 0.10 -0.06 -0.02
H 0.580017 5.177236 0.285526 0.03 0.05 0.00
H 2.232449 4.973946 -0.225733 0.02 0.01 -0.01
H 0.736642 3.046517 1.612047 0.03 -0.01 0.03
H 1.788897 4.324806 2.176892 0.01 -0.01 0.00
H 3.596492 2.881628 2.006040 0.00 0.02 -0.07
H 3.349812 2.792826 0.261174 -0.03 0.00 0.05
H 4.052752 0.910446 3.754765 -0.11 -0.01 0.03
H 3.431869 0.933306 6.149991 -0.04 -0.01 -0.03
H 1.047896 0.934006 6.813076 0.02 0.00 -0.06
H -0.723371 0.920250 5.090171 0.07 0.00 -0.01
H -0.099543 0.911385 2.675367 0.05 0.01 0.03
H -1.629037 5.612565 -0.026402 -0.04 -0.06 0.04
H -2.761720 5.977318 2.137156 0.00 -0.04 -0.02
H -3.463729 4.044898 3.510775 0.04 0.00 -0.04
H -3.030044 1.743271 2.727524 0.03 0.05 -0.05
H -1.857098 1.378563 0.566478 -0.02 -0.09 -0.03
N -4.899981 -2.910939 -2.375525 0.04 0.10 0.04
C -3.495183 -2.684315 -2.686967 -0.09 -0.10 0.07
C -2.933047 -1.607559 -1.787627 0.48 0.14 -0.13
O -3.676849 -1.294386 -0.750167 0.13 0.08 -0.05
O -1.844008 -1.091964 -1.982143 -0.97 -0.40 -0.15
H -5.169273 -3.874643 -2.510009 0.01 -0.05 0.07
H -5.503303 -2.342626 -2.953833 -0.06 0.01 -0.07
H -4.485464 -1.847776 -0.855961 -0.24 -0.12 0.05
H -3.280454 -2.424511 -3.720242 0.05 0.07 -0.11
H -2.918487 -3.582130 -2.458122 0.05 -0.05 -0.04
```
Positions in Å, forces in eV/Å.

***

Look up the E_tot of the second one.
-94146.9938 eV